(1)
DFT (ωB97M-V/def2-TZVPD) results for a structure of composition C42H44F5IrN4Se.

## Properties
Kohn-Sham gap (spin up / spin down) = 5.95 / 4.97 eV
2S+1 = 5
E_HOMO (spin up / spin down) = -0.25876 / -0.25768 Eh
Net charge = 0
ΔE to the lowest compared entry with this formula, charge and spin = 0.00 kcal/mol
Strongest force on any atom = 0.56 eV/A
Lowest unoccupied orbital energy (spin up / spin down) = -1.09 / -2.05 eV

Each line ends with the Mulliken charge.
Positions of all 97 atoms, in Å:
Ir 0.279 0.080 -0.115  0.90
Se -0.882 -2.549 0.573  0.14
F -4.168 0.139 0.194  -0.29
F -4.206 -3.878 2.756  -0.32
F -4.498 -0.983 2.864  -0.33
F -4.266 -4.656 -0.098  -0.37
F -4.212 -2.112 -1.717  -0.41
N -0.403 0.868 -1.860  -0.63
N 1.667 -0.954 -1.136  -0.62
N 1.066 -0.584 1.643  -0.51
N -1.016 1.230 0.908  -0.55
C 1.847 -0.973 -2.494  0.06
C 0.593 -0.326 2.895  0.34
C 2.513 -3.243 -4.897  -1.12
C 0.066 0.609 -3.116  0.50
C -3.706 -2.201 -0.455  0.93
C 3.383 -2.176 -4.218  -1.33
C -4.078 -1.145 0.502  0.08
C 3.363 -2.414 -1.657  1.03
C 2.733 -2.113 0.741  -0.66
C -4.273 -1.688 1.759  0.54
C -0.402 1.380 -5.564  -1.25
C -2.059 4.525 -3.847  -0.97
C -0.673 1.378 -4.094  0.66
C -1.935 2.099 0.378  0.01
C 2.912 -1.877 -2.831  0.80
C 4.597 -2.271 3.811  -1.07
C -1.633 3.562 4.657  -1.10
C -3.729 -3.492 0.362  0.86
C -0.172 -2.057 5.667  -1.08
C 5.776 -2.716 -1.020  -1.08
C -4.110 -3.060 1.721  -0.02
C 2.580 -1.829 -0.604  -0.18
C -0.436 0.548 3.187  -0.90
C 4.473 -3.396 -1.459  -1.22
C -2.678 2.728 1.435  1.15
C 1.104 -0.251 -3.411  -0.92
C 0.787 2.278 -5.934  -1.03
C -2.589 3.087 -3.928  -1.14
C -3.071 5.159 0.982  -1.04
C 1.016 -1.142 5.337  -1.28
C -2.132 2.334 -0.971  -0.88
C -1.165 1.283 2.270  0.15
C -2.200 2.221 2.611  1.00
C -2.606 2.570 4.006  -1.34
C -1.597 2.098 -3.405  0.79
C 2.197 -1.878 3.178  0.77
C 1.303 -1.125 3.870  0.61
C 2.032 -1.537 1.782  0.36
C -3.713 3.788 1.235  -1.18
C -2.459 -2.984 -0.229  -1.12
C 3.186 -2.866 3.709  -1.22
C -1.413 1.774 -2.007  0.24
H 4.176 -4.135 -0.711  0.46
H -4.359 3.525 0.395  0.37
H -2.456 5.454 1.833  0.23
H 5.632 -2.164 -0.091  0.22
H -3.606 3.005 3.994  0.44
H -4.347 3.847 2.121  0.45
H -3.834 5.923 0.829  0.41
H -3.519 3.011 -3.362  0.41
H 0.053 -3.086 5.384  0.31
H -1.613 4.498 4.098  0.25
H 3.207 -3.746 3.062  0.43
H -2.431 5.128 0.099  0.19
H 1.473 -2.917 -4.948  0.30
H 4.949 -1.938 2.834  0.21
H 0.593 3.311 -5.644  0.24
H 2.866 -3.443 -5.909  0.37
H -0.621 3.158 4.672  0.27
H 2.541 -4.174 -4.329  0.32
H 1.694 1.952 -5.423  0.27
H 2.865 -3.204 4.696  0.42
H -2.803 5.234 -4.213  0.38
H 4.417 -2.523 -4.181  0.42
H -1.063 -1.748 5.120  0.24
H -1.807 4.787 -2.818  0.20
H 3.463 -2.867 1.002  0.31
H 4.598 -1.409 4.479  0.31
H 6.563 -3.456 -0.866  0.38
H -1.290 1.727 -6.095  0.35
H -1.933 3.781 5.683  0.39
H -2.917 3.029 -1.236  0.37
H 4.646 -3.936 -2.391  0.42
H 3.376 -1.263 -4.815  0.45
H -2.827 2.850 -4.966  0.43
H 5.299 -3.010 4.199  0.39
H -2.662 1.662 4.611  0.39
H 0.967 2.253 -7.010  0.38
H 6.113 -2.010 -1.781  0.31
H 1.900 -1.486 5.876  0.44
H -0.394 -2.033 6.735  0.39
H -0.203 0.362 -5.906  0.41
H 1.358 -0.374 -4.455  0.31
H -1.157 4.634 -4.451  0.23
H -0.705 0.660 4.229  0.32
H 0.805 -0.128 5.685  0.44

---

(2)
DFT (ωB97M-V/def2-TZVPD) results for a cluster of 8 separate species, C42H44FOP in total in a non-equilibrium geometry.

## Properties
Kohn-Sham gap = 9.74 eV
E_HOMO = -0.33934 Eh
Net charge = 0
Strongest force on any atom = 1.37 eV/A
SMILES = c1ccccc1.c1ccccc1.c1ccccc1.c1ccccc1.c1ccccc1.c1ccccc1.c1ccccc1.OPF
Lowest unoccupied orbital energy = 0.51 eV

Each line ends with the Mulliken charge.
Positions of all 89 atoms, in Å:
P -5.009 0.060 -2.739  0.25
F -6.361 0.866 -3.088  -0.23
O -4.643 0.726 -1.292  -0.42
C -1.204 -1.065 0.561  -0.50
C -0.390 -0.867 2.814  -0.47
C 5.456 -0.209 5.364  -0.38
C -4.249 5.113 -5.660  -0.35
C -0.267 -1.387 1.533  -0.40
C -9.992 -2.675 0.208  -0.39
C -4.248 3.856 -3.613  -0.33
C 3.584 -0.415 3.870  -0.58
C -10.702 -2.159 -0.868  -0.35
C 4.776 0.764 6.084  -0.50
C 7.344 1.211 2.377  -0.14
C -2.385 0.297 2.148  -0.47
C 7.562 2.605 0.431  -0.35
C 2.906 0.559 4.588  -0.39
C -8.698 -1.123 -1.697  -0.16
C -2.887 5.342 -5.518  -0.39
C 9.569 -3.505 4.547  -0.51
C 6.937 2.311 1.635  -0.54
C -7.988 -1.637 -0.620  -0.21
C 9.000 0.698 0.711  -0.41
C -4.930 4.367 -4.708  -0.49
C -4.409 -1.478 -8.631  -0.37
C -4.932 -1.263 -6.296  -0.24
C -2.206 4.827 -4.424  -0.36
C 8.054 -2.989 6.340  -0.36
C -4.213 -1.872 -7.315  -0.51
C 10.408 -3.187 6.778  -0.38
C 10.634 -3.463 5.437  -0.38
C 4.859 -0.800 4.259  -0.19
C -1.448 -0.023 3.121  -0.43
C -5.844 -0.259 -6.590  -0.11
C 8.279 -3.267 4.999  -0.27
C -8.636 -2.412 0.333  -0.52
C 8.595 1.800 -0.030  -0.39
C -5.319 -0.472 -8.926  -0.35
C -2.887 4.085 -3.469  -0.47
C -6.035 0.139 -7.906  -0.54
C 3.500 1.147 5.697  -0.47
C -10.056 -1.381 -1.817  -0.61
C 9.118 -2.951 7.231  -0.40
C 8.373 0.403 1.914  -0.44
C -2.266 -0.224 0.867  -0.08
H 7.243 3.461 -0.149  0.36
H 8.689 -0.456 2.493  0.50
H -4.780 5.516 -6.513  0.36
H -6.743 0.924 -8.137  0.37
H -1.144 5.004 -4.316  0.36
H -3.210 0.956 2.390  0.36
H -1.542 0.386 4.120  0.37
H 5.391 -1.559 3.699  0.38
H -11.761 -2.365 -0.965  0.36
H -10.611 -0.975 -2.653  0.36
H 9.804 0.070 0.350  0.37
H -6.408 0.213 -5.795  0.30
H 7.047 -2.801 6.691  0.46
H -6.927 -1.441 -0.521  0.33
H -2.999 0.025 0.109  0.38
H 1.912 0.862 4.281  0.46
H -8.082 -2.812 1.173  0.36
H 11.641 -3.646 5.084  0.36
H -5.469 -0.163 -9.953  0.36
H -1.106 -1.470 -0.438  0.37
H -2.358 3.685 -2.614  0.39
H 3.119 -0.873 3.006  0.43
H -10.496 -3.281 0.949  0.35
H -3.501 -2.653 -7.083  0.36
H 0.339 -1.121 3.574  0.52
H 9.745 -3.725 3.502  0.40
H 6.455 -0.506 5.659  0.49
H 2.968 1.904 6.258  0.38
H 5.243 1.224 6.946  0.39
H -8.196 -0.515 -2.436  0.44
H -5.465 0.840 -0.798  0.31
H -5.991 4.184 -4.819  0.39
H -4.781 3.277 -2.868  0.52
H 6.858 0.982 3.316  0.32
H 9.085 2.032 -0.967  0.35
H 11.239 -3.155 7.471  0.36
H 0.559 -2.044 1.293  0.38
H -3.853 -1.956 -9.427  0.36
H -4.095 0.726 -3.609  0.08
H -2.356 5.922 -6.262  0.36
H 7.448 -3.299 4.306  0.36
H 6.132 2.938 1.996  0.38
H -4.782 -1.574 -5.269  0.38
H 8.941 -2.736 8.277  0.37

---

(3)
DFT (ωB97M-V/def2-TZVPD) results for a structure of composition C42H44IrP2 in a non-equilibrium geometry.

## Properties
Kohn-Sham gap (spin up / spin down) = 6.34 / 5.93 eV
2S+1 = 6
E_HOMO (spin up / spin down) = -0.44300 / -0.50048 Eh
Net charge = +2
Strongest force on any atom = 5.63 eV/A
Lowest unoccupied orbital energy (spin up / spin down) = -5.72 / -7.68 eV

Each line ends with the Mulliken charge.
Positions of all 89 atoms, in Å:
Ir 1.567 0.923 -3.759  1.22
P -0.711 2.652 -1.310  2.55
P 2.665 0.817 -1.517  0.94
C -1.031 1.149 -0.377  -1.15
C -2.577 4.510 -0.387  -0.50
C -0.735 -2.622 3.201  -0.47
C 6.107 1.106 0.755  -0.84
C 4.374 -2.721 -3.216  -0.76
C 0.016 -1.452 2.999  -1.11
C 3.480 3.169 -4.482  -1.04
C -3.630 2.338 -4.929  -0.68
C 2.431 0.977 -6.395  -1.15
C 0.920 2.682 -4.507  1.19
C 2.270 2.607 -1.376  -0.05
C 0.599 -1.726 -0.690  -1.28
C -3.308 1.218 -4.177  -0.66
C 3.511 1.696 -4.105  -0.43
C 3.300 -3.183 -3.996  -0.91
C 3.078 0.691 -5.035  -1.03
C -2.331 5.555 1.775  -0.55
C 3.984 0.613 -0.272  0.27
C 1.033 3.198 -1.450  -1.00
C -3.069 5.359 0.603  -0.82
C 2.084 3.578 -4.950  -1.33
C -1.331 3.918 -0.198  0.65
C 2.989 -0.872 -2.379  1.12
C 1.888 -1.352 -3.192  0.44
C 0.442 -1.109 1.722  0.25
C 3.738 -0.390 0.687  -0.09
C 4.672 -0.661 1.674  -0.99
C 4.217 -1.566 -2.432  -1.79
C -2.438 1.325 -3.089  -1.18
C 0.340 1.529 -5.160  0.04
C 5.144 1.401 -0.212  -0.83
C -0.599 4.081 0.989  -0.72
C -1.102 4.912 1.984  -0.68
C -1.154 -3.405 2.106  -0.57
C -3.147 3.584 -4.567  -0.96
C 0.879 0.979 -6.434  -0.94
C -2.285 3.704 -3.484  0.02
C -0.769 -3.073 0.821  -0.84
C -1.883 2.576 -2.738  0.27
C 2.094 -2.476 -4.032  -1.36
C 5.878 0.070 1.678  -0.60
C 0.092 -1.954 0.602  0.80
H 1.832 4.524 -4.441  0.47
H -0.691 0.242 -0.909  -0.25
H 0.340 3.544 1.124  0.26
H -0.498 1.196 0.568  0.53
H -4.035 5.844 0.455  0.43
H 5.321 -3.288 -3.197  0.44
H 5.046 -1.227 -1.803  0.46
H 2.804 -0.946 0.623  0.37
H -2.724 6.196 2.560  0.39
H -1.755 -4.304 2.268  0.41
H 0.000 -1.957 -1.583  0.58
H 0.497 -0.041 -6.550  0.35
H 3.413 -4.118 -4.561  0.43
H 5.262 2.199 -0.934  0.41
H -1.054 -3.651 -0.058  0.43
H -0.727 1.382 -4.932  -0.19
H 4.253 1.442 -3.352  1.17
H 2.024 3.848 -6.021  0.37
H 1.037 -0.206 1.528  0.49
H 7.032 1.689 0.795  0.44
H 0.304 -0.823 3.841  0.44
H 1.272 -2.834 -4.660  0.53
H -3.152 4.299 -1.284  0.41
H 0.854 -0.993 -3.027  0.12
H -2.242 0.437 -2.482  0.23
H -1.035 -2.901 4.210  0.41
H 2.817 1.908 -6.829  0.26
H 3.394 -0.322 -4.822  1.02
H 2.727 0.116 -6.994  0.52
H -1.965 4.693 -3.180  0.66
H 0.484 1.521 -7.311  0.48
H 4.219 3.435 -5.237  0.44
H 0.152 3.286 -4.014  0.34
H -3.729 0.244 -4.421  0.46
H -0.535 5.032 2.907  0.43
H -2.113 1.015 -0.198  0.69
H -3.464 4.467 -5.109  0.48
H 6.644 -0.163 2.422  0.40
H 3.151 3.268 -1.228  0.63
H 1.690 -1.706 -0.798  0.76
H 3.706 3.770 -3.592  0.28
H 4.472 -1.426 2.429  0.50
H 1.113 4.282 -1.411  0.60
H -4.283 2.231 -5.788  0.45

---

Values for energy, eV, ordered as above
-131998.8459, -58321.8860, -65660.3143